{
  "formula": "C4H4Cl2N2",
  "method": "ωB97M-V/def2-TZVPD",
  "smiles": "ClC1=NC=CCN1Cl",
  "multiplicity": 1,
  "e_above_lowest_ev": 1.379,
  "e_lumo_ev": 0.19,
  "gap_ha": 0.3252,
  "total_energy_ev": -32235.356,
  "elements": ["Cl", "Cl", "N", "N", "C", "C", "C", "C", "H", "H", "H", "H"],
  "positions_angstrom": [[2.144, 1.886, -1.073], [1.189, -0.678, -2.499], [0.552, -0.194, -0.938], [0.668, 1.196, 0.912], [-0.801, -0.576, -0.598], [1.077, 0.856, -0.247], [-0.209, 0.392, 1.531], [-0.831, -0.618, 0.907], [-1.297, -1.384, 1.372], [-1.567, 0.108, -0.938], [-0.778, -1.545, -0.978], [-0.148, 0.558, 2.548]]
}